Entry 1:
Molecular formula: C48H53F3N3O
Method: DFT, ωB97M-V/def2-TZVPD

Each line ends with the Löwdin charge.
Positions of all 108 atoms, in Å:
C 5.3999 0.5529 -0.3795  -0.06
C 4.7290 1.5159 0.6010  -0.38
C 5.5761 2.7678 0.8560  -0.06
C 4.3293 0.7820 1.8881  -0.12
C 5.3369 0.3706 2.7594  -0.03
C 5.0211 -0.2127 3.9843  -0.05
C 3.6909 -0.3275 4.3814  -0.03
C 2.6614 0.0780 3.5315  -0.12
C 1.2154 0.0669 4.0310  -0.37
C 1.0599 0.4574 5.5106  -0.07
C 0.5568 -1.2752 3.7306  -0.06
C 2.9859 0.5101 2.2228  -0.08
N 1.9467 0.9830 1.3366  0.00
N 1.8126 2.3334 1.2255  0.19
N 0.7104 2.5252 0.4773  0.01
C 0.1143 3.8513 0.4132  -0.09
C 0.7832 4.8569 -0.3227  -0.13
C 2.1488 4.6270 -0.9760  -0.38
C 3.1922 5.6382 -0.4900  -0.06
C 2.0493 4.5814 -2.5056  -0.05
C 0.1343 6.0797 -0.5075  -0.02
C -1.1152 6.3201 0.0541  -0.04
C -1.7056 5.3633 0.8712  -0.02
C -1.0841 4.1398 1.1150  -0.12
C -1.7134 3.1733 2.1222  -0.37
C -2.9236 2.4411 1.5422  -0.04
C -2.0561 3.8696 3.4480  -0.06
C 0.2335 1.3140 -0.0148  -0.11
C -0.8328 1.2327 -0.9658  -0.14
C -1.5155 0.0013 -1.0851  -0.02
C -2.3828 -0.2100 -2.1318  -0.03
C -2.7643 0.8305 -2.9552  -0.13
C -3.8064 0.5123 -3.9854  -0.51
F -3.9411 1.4941 -4.9145  0.13
F -3.4903 -0.6518 -4.6538  0.10
F -5.0313 0.3109 -3.3996  0.12
C -2.1847 2.0845 -2.8140  0.01
C -1.2068 2.2826 -1.8535  0.01
C 1.0277 0.2923 0.4983  -0.23
C 1.0149 -1.0871 0.2518  -0.02
H 4.7381 -0.2967 -0.5793  0.08
H 5.6141 1.0524 -1.3305  0.08
H 6.3426 0.1631 0.0295  0.08
H 3.7911 1.8575 0.1545  0.10
H 5.0340 3.4574 1.5129  0.08
H 6.5399 2.5275 1.3233  0.08
H 5.7712 3.2910 -0.0889  0.08
H 6.3817 0.5088 2.4670  0.12
H 5.8164 -0.5392 4.6508  0.11
H 3.4399 -0.7281 5.3656  0.11
H 0.6826 0.8343 3.4529  0.12
H 1.5786 1.4003 5.7180  0.09
H -0.0035 0.6104 5.7367  0.08
H 1.4430 -0.3120 6.1927  0.07
H 0.6128 -1.4959 2.6591  0.04
H 1.0629 -2.0847 4.2729  0.09
H -0.4986 -1.2617 4.0258  0.08
H 2.4772 3.6405 -0.6310  0.10
H 3.2556 5.6078 0.6034  0.09
H 4.1785 5.3862 -0.8954  0.08
H 2.9431 6.6644 -0.7927  0.08
H 1.3283 3.8167 -2.8221  0.07
H 1.7230 5.5464 -2.9201  0.08
H 3.0229 4.3297 -2.9418  0.08
H 0.6213 6.8375 -1.1144  0.12
H -1.6203 7.2620 -0.1243  0.11
H -2.6605 5.5577 1.3478  0.12
H -0.9470 2.4192 2.3445  0.12
H -2.6640 1.9485 0.5982  0.06
H -3.2677 1.6692 2.2417  0.09
H -3.7553 3.1307 1.3460  0.09
H -1.1988 4.4509 3.8107  0.09
H -2.9156 4.5465 3.3482  0.08
H -2.3002 3.1210 4.2114  0.08
H -1.3230 -0.7899 -0.3629  0.10
H -2.7339 -1.2103 -2.2962  0.05
H -2.4867 2.9001 -3.4613  0.13
H -0.6958 3.2402 -1.7747  0.10
H 0.5526 -1.4436 -0.6646  0.01
H 1.6645 -1.7075 0.8688  0.03
C -0.6826 -10.0849 -3.2933  -0.02
O -0.3396 -8.8813 -4.0442  -0.03
C -0.8976 -7.6875 -3.7092  -0.20
C -0.2823 -6.4795 -4.1545  0.04
C -0.6209 -5.2685 -3.5992  0.02
C -1.6617 -5.1365 -2.6147  -0.16
C -1.9963 -3.8817 -2.0151  0.15
C -3.2458 -3.7058 -1.3075  -0.20
C -4.2805 -2.8033 -1.7146  -0.02
C -5.4578 -2.6359 -0.9928  -0.04
C -5.6873 -3.4113 0.1488  -0.05
C -4.7339 -4.3489 0.5583  -0.06
C -3.5267 -4.4762 -0.1329  -0.04
C -2.3539 -6.3572 -2.2922  0.04
C -1.9793 -7.5893 -2.7964  0.03
H 0.0279 -10.8409 -3.6569  0.11
H -0.5480 -9.9628 -2.2072  0.11
H -1.7046 -10.4352 -3.5072  0.10
H 0.4522 -6.5324 -4.9603  0.14
H -0.1482 -4.3568 -3.9551  0.13
H -1.3859 -3.0250 -2.2685  0.13
H -4.1772 -2.2715 -2.6644  0.10
H -6.2058 -1.9250 -1.3427  0.12
H -6.6096 -3.2896 0.7131  0.12
H -4.9368 -5.0231 1.3919  0.12
H -2.7774 -5.1921 0.2077  0.12
H -3.2456 -6.2955 -1.6776  0.12
H -2.5166 -8.4869 -2.4931  0.12

- LUMO energy: -5.470 eV
- Frontier orbital gap: 0.09718 hartree
- ΔE to the lowest compared entry with this formula, charge and spin: 1.267 eV
- Total charge: +1
- E_tot: -2399.63907 a.u.


Entry 2:
Molecular formula: C48H53F5N6OTeW
Method: DFT, ωB97M-V/def2-TZVPD

Each line ends with the Löwdin charge.
Positions of all 115 atoms, in Å:
W 0.2100 0.3244 -0.0214  2.06
C -1.4236 5.5669 1.8088  -0.05
C -1.1966 5.7165 0.2967  -0.16
C -0.3924 4.5632 -0.1985  -0.10
C 0.9678 4.4585 -0.2878  -0.10
C 2.0131 5.4694 0.0348  -0.16
C 2.6772 5.1321 1.3798  -0.05
C 1.2466 3.1037 -0.6655  -0.21
C 2.4981 2.6189 -0.9546  0.09
C 2.7574 1.3429 -1.4104  -0.18
C 4.0242 0.8845 -1.8976  -0.10
C 5.3005 1.6521 -1.8383  -0.16
C 5.9900 1.3855 -0.4905  -0.05
C 3.8390 -0.4092 -2.3007  -0.11
C 2.4718 -0.7374 -2.0151  -0.19
C 1.9285 -1.9985 -2.1298  0.09
C 0.6756 -2.3761 -1.7060  -0.19
N -0.2093 -1.5465 -1.0215  0.00
C -1.3297 -2.3414 -0.8244  -0.21
C -2.5198 -1.8761 -0.3048  0.07
C -2.8259 -0.5471 -0.1331  -0.21
N -1.9300 0.4968 -0.3498  0.00
C -2.7310 1.6349 -0.2938  -0.20
C -2.2520 2.9224 -0.3716  0.08
C -0.9216 3.2607 -0.4816  -0.19
N 0.0814 2.3525 -0.7664  0.00
C -4.0911 1.3029 0.0075  -0.11
C -4.1447 -0.0572 0.1349  -0.11
C -5.3300 -0.9092 0.4371  -0.17
C -6.0729 -1.3043 -0.8474  -0.05
C -5.1982 2.2841 0.1948  -0.17
C -5.7179 2.8632 -1.1278  -0.06
C -1.1360 -3.6561 -1.3549  -0.11
C 0.1076 -3.6686 -1.9256  -0.11
C 0.7548 -4.7763 -2.6879  -0.17
C 1.7636 -5.5600 -1.8385  -0.06
C -2.1796 -4.7206 -1.4226  -0.17
C -3.0261 -4.5340 -2.6921  -0.06
N 1.7947 0.3518 -1.5047  0.00
C 4.8252 -1.3110 -2.9611  -0.17
C 4.6147 -1.2983 -4.4821  -0.06
H -1.9961 6.4094 2.1894  0.09
H -0.4728 5.5364 2.3375  0.08
H -1.9636 4.6459 2.0305  0.06
H -0.6600 6.6442 0.1019  0.12
H -2.1549 5.7702 -0.2221  0.12
H 1.5598 6.4586 0.0876  0.12
H 2.7653 5.4918 -0.7568  0.12
H 1.9558 5.1985 2.1920  0.08
H 3.4803 5.8367 1.5819  0.09
H 3.0828 4.1212 1.3832  0.07
H 3.3288 3.3046 -0.8788  0.13
H 5.1148 2.7202 -1.9520  0.11
H 5.9595 1.3445 -2.6503  0.12
H 5.3332 1.6321 0.3440  0.08
H 6.8933 1.9857 -0.4085  0.09
H 6.2669 0.3352 -0.4083  0.08
H 2.5439 -2.7653 -2.5777  0.13
H -3.3126 -2.5929 -0.1436  0.13
H -2.9652 3.7261 -0.2615  0.13
H -6.0151 -0.3590 1.0826  0.12
H -5.0147 -1.8056 0.9736  0.11
H -6.4866 -0.4246 -1.3367  0.08
H -6.8916 -1.9778 -0.6047  0.09
H -5.4041 -1.8038 -1.5479  0.07
H -4.8541 3.1008 0.8343  0.12
H -6.0228 1.7887 0.7068  0.12
H -4.9309 3.3804 -1.6748  0.07
H -6.5189 3.5691 -0.9196  0.09
H -6.1141 2.0771 -1.7678  0.08
H 1.2567 -4.3656 -3.5658  0.12
H -0.0167 -5.4584 -3.0438  0.12
H 2.5455 -4.9092 -1.4456  0.06
H 2.2294 -6.3294 -2.4507  0.08
H 1.2692 -6.0449 -0.9979  0.08
H -2.8242 -4.6886 -0.5429  0.11
H -1.7050 -5.7015 -1.4529  0.12
H -3.5379 -3.5718 -2.6768  0.07
H -3.7678 -5.3262 -2.7692  0.09
H -2.3921 -4.5680 -3.5769  0.08
H 4.7241 -2.3321 -2.5882  0.11
H 5.8363 -0.9748 -2.7344  0.12
H 3.6091 -1.6316 -4.7357  0.08
H 5.3307 -1.9587 -4.9654  0.08
H 4.7535 -0.2939 -4.8777  0.09
C -3.1896 0.6509 4.7155  -0.04
C -2.7598 -0.6687 4.7710  -0.04
C -1.9196 -1.1694 3.7981  -0.01
C -1.5042 -0.3550 2.7322  -0.27
C -1.9332 0.9772 2.6889  -0.05
C -2.7679 1.4662 3.6785  -0.04
N -0.6011 -0.8598 1.7310  -0.12
N -0.2075 -2.0408 2.0202  0.10
C 0.9399 -2.6144 1.6142  -0.23
C 1.1968 -3.9414 2.0448  0.03
C 2.4716 -4.4303 2.0282  -0.04
C 3.5262 -3.6395 1.5461  0.00
C 3.2984 -2.3677 1.0664  0.01
C 2.0086 -1.8462 1.0714  -0.35
H -3.8367 1.0486 5.4838  0.12
H -3.0783 -1.3058 5.5835  0.12
H -1.5889 -2.1948 3.8421  0.11
H -1.6202 1.6493 1.9077  0.08
H -3.0834 2.4992 3.6380  0.11
H 0.3705 -4.5321 2.4125  0.13
H 2.6784 -5.4144 2.4218  0.12
H 4.5346 -4.0277 1.5702  0.13
H 4.1067 -1.7489 0.7006  0.14
F 1.7519 -0.1093 5.2547  -0.47
Te 1.6915 0.1781 3.3490  2.08
F 2.8572 1.3339 2.2939  -0.45
F 0.4992 1.4927 1.4508  -0.42
F 3.4408 -0.6336 3.5177  -0.44
F 1.2296 1.9261 4.0138  -0.45
O 1.7583 -0.5762 0.7570  -0.34

- LUMO energy (alpha / beta): -7.781 / -8.579 eV
- Frontier orbital gap (alpha / beta): 0.18636 / 0.15294 hartree
- ΔE to the lowest compared entry with this formula, charge and spin: 0.000 eV
- Total charge: +2
- E_tot: -3098.70712 a.u.


> E_tot of number 1 (C48H53F3N3O)?

-2399.63907 a.u.


> total charge of number 1 (C48H53F3N3O)?

+1